The following is a quantum chemistry calculation of a molecular structure, C31H50O3P2STb in a non-equilibrium geometry, from the OMol25 dataset.

Geometry (Å):
1 Tb -0.62446 1.10616 1.68528
2 C 1.00876 1.26833 3.57567
3 C 1.63784 1.40513 2.28613
4 C 0.20324 3.20545 2.60690
5 C 0.10170 2.35964 3.74371
6 C 1.16627 2.64305 1.70160
7 C 1.48723 0.39404 4.68536
8 H 2.58490 0.41871 4.80114
9 H 1.17468 -0.65046 4.56093
10 H 1.05732 0.72907 5.63626
11 C -0.61058 2.71409 4.99975
12 H -0.16647 2.22443 5.87137
13 H -1.67708 2.45076 4.96321
14 H -0.53680 3.79259 5.18329
15 C -0.56894 4.46677 2.44962
16 H -0.69870 4.93437 3.43374
17 H -1.57349 4.29952 2.02626
18 H -0.02899 5.16556 1.80235
19 C 1.44114 3.18122 0.33437
20 H 2.33086 3.82563 0.36603
21 H 0.61165 3.81514 -0.02047
22 H 1.62682 2.39738 -0.42173
23 C 2.61156 0.42452 1.72228
24 H 3.64193 0.69284 2.00325
25 H 2.57032 0.38286 0.62330
26 H 2.41439 -0.59203 2.09925
27 C 0.25893 -3.18120 -0.81806
28 C 1.39769 -3.15736 -0.11751
29 C 2.76964 -2.76960 -0.60286
30 C 2.98074 -2.39079 -2.08379
31 C 2.69551 -0.95881 -2.45449
32 C 1.47111 -0.42741 -2.63377
33 C 0.23807 -0.89811 -1.92259
34 C -0.03022 -2.42223 -2.08327
35 H 3.37492 -3.67558 -0.41285
36 H 2.43499 -3.10271 -2.72643
37 H 3.18287 -1.96211 0.02002
38 H 0.52939 -2.81839 -2.94193
39 H -0.59148 -3.74399 -0.42725
40 H 1.42625 -3.67848 0.85698
41 H -1.09092 -2.57647 -2.34279
42 H 0.29887 -0.67975 -0.83344
43 H 1.36819 0.48106 -3.24099
44 H -0.64306 -0.33724 -2.28438
45 H 4.06158 -2.52101 -2.28087
46 H 3.58204 -0.31490 -2.61847
47 P -0.37009 -0.38764 -4.99817
48 P -0.59678 2.60697 -5.57180
49 C -0.72770 0.04136 -6.78767
50 C -1.24812 1.46948 -6.93281
51 H -1.47194 -0.67836 -7.16078
52 H 0.19466 -0.10277 -7.37116
53 H -0.97945 1.89269 -7.91638
54 H -2.34737 1.49652 -6.85232
55 C -1.21308 4.10886 -6.45160
56 H -0.81636 5.00546 -5.96739
57 H -2.30723 4.14111 -6.40208
58 H -0.90866 4.11008 -7.50636
59 C 1.13639 2.69098 -6.23482
60 H 1.14664 2.68929 -7.33515
61 H 1.73018 1.84966 -5.85527
62 H 1.57245 3.63184 -5.87297
63 C -1.93661 -1.30835 -4.70435
64 H -2.04738 -1.55818 -3.64480
65 H -1.93828 -2.22237 -5.31127
66 H -2.77517 -0.66593 -5.00240
67 C 0.83739 -1.74508 -5.34364
68 H 1.00233 -1.89015 -6.42122
69 H 0.48045 -2.68863 -4.91029
70 H 1.80273 -1.48940 -4.87970
71 C -2.42059 -3.03202 8.59654
72 C -2.17506 -2.57250 7.19831
73 C -2.59372 -3.36519 6.12851
74 C -2.51798 -2.90025 4.82143
75 C -1.95364 -1.63803 4.56987
76 C -1.55281 -0.82153 5.63314
77 C -1.61455 -1.31878 6.93205
78 S -2.10650 -1.05243 2.90261
79 O -0.78312 -1.14590 2.14020
80 O -3.19508 -1.73598 2.26360
81 O -2.28248 0.45153 3.08254
82 H -3.49223 -3.03165 8.81080
83 H -2.06419 -4.05036 8.75263
84 H -1.94279 -2.37669 9.32014
85 H -3.01738 -4.35096 6.32201
86 H -2.93443 -3.47556 3.99617
87 H -1.22838 0.20552 5.43617
88 H -1.24429 -0.70634 7.75754

Properties
E_LUMO (alpha / beta) = -4.6 / -3.5 eV
frontier orbital gap (alpha / beta) = 0.1857 / 0.2284 Eh
2S+1 = 7
<S²> = 12.632
electronic energy = -90939.712 eV
charge = +1

The following is a quantum chemistry calculation of 2 unconnected molecules or ions with the total composition C2H3N3 in a non-equilibrium geometry, from the OMol25 dataset.

Geometry (Å):
1 C 2.78260 -0.11613 0.20167
2 C -1.44750 -0.04188 -0.11035
3 N 3.54616 -0.82186 -0.20535
4 N 0.63561 0.94084 0.39986
5 N -0.09765 0.19512 -0.07353
6 H -1.63658 -1.04944 0.18775
7 H -1.86066 0.28192 -1.02364
8 H -1.92199 0.61144 0.62360

Properties
E_LUMO (alpha / beta) = -1.5 / -2.0 eV
frontier orbital gap (alpha / beta) = 0.3051 / 0.2592 Eh
2S+1 = 1
electronic energy = -6587.580 eV

The following is a quantum chemistry calculation of a molecular structure, C38H40Br2N10O5Sn, from the OMol25 dataset.

Geometry (Å):
1 Sn 0.40169 -0.17975 0.26426
2 C 3.33236 1.08839 -3.16637
3 N 3.07694 0.48026 -1.87684
4 C 3.55140 1.30705 -0.76730
5 C 2.98129 2.71999 -0.68542
6 C 1.46360 2.91530 -0.77616
7 N 0.68759 2.11550 0.14586
8 C -0.59023 2.61618 0.54956
9 C -2.40137 1.40525 1.74179
10 C -2.32749 2.11480 2.91943
11 C -3.27207 1.94611 3.93968
12 C -4.30028 1.03178 3.74698
13 C -4.38594 0.30417 2.56966
14 C -3.44079 0.42518 1.50046
15 O -3.49120 -0.27369 0.44394
16 C 3.66374 -0.86166 -1.80045
17 C 2.72128 -1.97137 -2.31372
18 C 2.50337 -3.08970 -1.26794
19 N 2.42279 -2.48527 0.04026
20 C 2.67491 -3.13213 1.09685
21 C 2.69455 -2.57084 2.44023
22 C 2.92990 -3.45324 3.50216
23 C 3.02268 -3.03654 4.81335
24 C 2.88124 -1.66568 5.08358
25 C 2.65963 -0.76500 4.07266
26 C 2.54252 -1.15468 2.69829
27 O 2.36047 -0.27172 1.79393
28 H 4.41046 1.29519 -3.31530
29 H 2.77968 2.02511 -3.26039
30 H 3.00485 0.41509 -3.96233
31 H 4.65371 1.40688 -0.82138
32 H 3.30841 0.78567 0.16007
33 H 3.44329 3.35296 -1.45584
34 H 3.31391 3.10883 0.28396
35 H 1.16103 2.77035 -1.82548
36 H 1.30616 3.99153 -0.57518
37 H -0.48172 3.10831 1.51566
38 H -1.51302 2.81082 3.08146
39 H -3.18152 2.51458 4.85859
40 H -5.04049 0.88304 4.53033
41 H -5.19280 -0.40716 2.41979
42 H 3.85662 -1.05188 -0.74601
43 H 4.63268 -0.88994 -2.32858
44 H 3.08722 -2.41005 -3.24710
45 H 1.74824 -1.52007 -2.51326
46 H 3.30620 -3.84322 -1.31933
47 H 1.55199 -3.59313 -1.47693
48 H 2.94981 -4.20164 1.03330
49 H 3.04260 -4.51035 3.26903
50 H 3.19195 -3.74711 5.61407
51 H 2.93866 -1.31844 6.11132
52 H 2.52792 0.29115 4.28310
53 C -1.02793 0.93495 -4.32528
54 C -1.70835 2.04781 -3.58328
55 C -2.64960 2.85183 -4.26032
56 C -3.20317 3.91014 -3.61556
57 C -2.82449 4.18828 -2.28783
58 C -3.31780 5.28969 -1.56376
59 Br -4.63725 6.44752 -2.32764
60 C -2.86536 5.58881 -0.32407
61 C -1.91186 4.74218 0.26614
62 Br -1.29571 5.37113 1.96167
63 C -1.41661 3.59848 -0.31516
64 O -1.47061 1.48655 0.70797
65 C -1.86782 3.32413 -1.65985
66 N -1.35768 2.26857 -2.33980
67 H -0.55178 1.32697 -5.23055
68 H -1.75825 0.18076 -4.62449
69 H -0.28725 0.46873 -3.68386
70 H -2.89473 2.64540 -5.29539
71 H -3.90728 4.56049 -4.11617
72 H -3.22338 6.45672 0.20752
73 C -3.22607 -5.14560 2.68272
74 N -2.40854 -3.95328 2.73359
75 C -2.49788 -3.07264 3.77771
76 C -1.80021 -1.93212 3.79334
77 C -1.00224 -1.60570 2.62101
78 O -0.41418 -0.50285 2.55930
79 N -0.88748 -2.52815 1.63273
80 C -1.51924 -3.69049 1.66859
81 O -1.38832 -4.60746 0.81684
82 H -3.59670 -5.37271 3.68252
83 H -2.62748 -5.97480 2.31369
84 H -4.07808 -5.00953 2.00988
85 H -3.15827 -3.36796 4.58395
86 H -1.84880 -1.22823 4.61043
87 N -3.13734 -4.49587 -1.62904
88 C -3.73684 -3.68964 -2.51155
89 N -4.74142 -4.24582 -3.28202
90 N -3.44244 -2.45279 -2.75115
91 C -2.39279 -1.84670 -2.21481
92 N -1.45154 -1.27127 -1.86134
93 H -3.47109 -5.43287 -1.50832
94 H -2.48721 -4.13873 -0.90277
95 H -5.27065 -4.98726 -2.85810
96 H -5.29784 -3.55407 -3.75444

Properties
E_LUMO = 3.6 eV
frontier orbital gap = 0.1597 Eh
2S+1 = 1
electronic energy = -211111.622 eV
charge = -2

The following is a quantum chemistry calculation of H6NPSi in the gas phase in a non-equilibrium geometry, from the OMol25 dataset.

Geometry (Å):
1 N -1.51539 -0.71177 -0.07569
2 P -0.78665 0.85213 0.09591
3 Si 1.34241 0.16506 0.09760
4 H -2.52685 -0.61503 -0.12271
5 H -1.31732 -1.27379 0.74763
6 H -0.82439 1.13738 -1.27103
7 H 2.23977 1.63966 0.46265
8 H 1.53097 -0.77599 1.20778
9 H 1.85743 -0.41765 -1.14214

Properties
E_LUMO = 0.8 eV
frontier orbital gap = 0.3429 Eh
SMILES string = NP[SiH3]
2S+1 = 1
electronic energy = -18752.454 eV

The following is a quantum chemistry calculation of C4H8N2O2S in the gas phase in a non-equilibrium geometry, from the OMol25 dataset.

Geometry (Å):
1 C -1.05521 -1.13501 0.16612
2 C 0.43402 -0.84724 0.18801
3 C -1.91844 1.13053 -0.33839
4 C 0.36555 1.39349 -0.43270
5 N -1.90195 -0.01205 0.36399
6 N 1.07369 0.42465 -0.19850
7 O 3.17869 0.38352 1.23448
8 O 3.20274 -0.98868 -0.77743
9 S 3.21485 0.33621 -0.21592
10 H -1.31918 -1.63122 -0.82046
11 H -1.13635 -1.82855 0.95128
12 H 0.88306 -1.02732 1.16412
13 H 0.89863 -1.60364 -0.41290
14 H -2.44819 2.04406 -0.06077
15 H -1.87328 0.91799 -1.39412
16 H 0.73975 2.37195 -0.65342
17 H -2.33836 0.07131 1.23659

Properties
E_LUMO = 0.5 eV
frontier orbital gap = 0.2958 Eh
2S+1 = 1
electronic energy = -22183.952 eV

The following is a quantum chemistry calculation of CH4N2S2 in the gas phase in a non-equilibrium geometry, from the OMol25 dataset.

Geometry (Å):
1 S 0.73902 -2.33906 1.31332
2 N -0.04270 -1.22325 0.35548
3 C 0.19404 0.05913 0.08322
4 N -0.61852 0.78305 -0.81261
5 S -0.39762 2.43639 -1.16950
6 H -0.50361 -3.09216 1.41600
7 H 1.17674 0.67054 0.20112
8 H -1.60184 0.43757 -1.05966
9 H -1.06940 3.15351 -0.15790

Properties
E_LUMO = 0.7 eV
frontier orbital gap = 0.3272 Eh
SMILES string = S/N=C/NS
2S+1 = 1
electronic energy = -25750.432 eV

Q: What is the formula in the second record?
A: C2H3N3

Q: What is the electronic energy in the first record?
A: -90939.712 eV